# 1
The following is a DFT calculation (the ωB97M-V functional and the def2-TZVPD basis) of a molecular structure, C20H23AlBrCl24F2Si at a distorted geometry.

ORCA input file:
```
! RIJCOSX wB97M-V def2-TZVPD def2/J DEFGRID3
* xyz -1 1
Cl 0.8973 5.9381 3.9646
H -1.0879 1.7399 3.0424
Cl -3.6507 0.6996 -3.9601
Cl 0.0991 -3.6801 5.9679
C -0.0826 -2.3243 -1.0815
Cl 2.8581 -2.9107 5.6367
H 3.8912 -2.5522 -0.9547
Cl -3.2957 0.3737 3.5850
H 0.0455 -2.6736 -0.0475
Cl -3.8510 5.2608 1.8537
C 0.9499 -0.9915 -5.8391
Cl 3.5537 5.9467 5.0807
C -0.0955 2.8589 1.5016
Cl 1.8167 8.2224 5.4749
H 1.9015 0.4357 -2.3789
Cl 1.7696 -5.0954 4.0878
H 0.4075 0.9484 2.5532
H -0.6665 -0.4003 -2.0702
Cl -3.7029 -1.0549 6.0671
H 1.7773 2.8888 3.6271
C 1.0910 -1.8527 -4.7571
H 2.6994 -1.9066 0.1726
Cl -3.2894 7.7815 0.5526
Al -1.1595 1.8656 0.0283
H 3.3562 -0.8308 -1.0466
C 1.8989 -4.2329 -2.3781
F -1.0202 -0.6988 1.2010
H 0.1893 3.3149 4.4458
C 1.4161 -3.5107 4.8003
Cl -3.0528 3.2415 -5.1883
Br 1.7338 3.2648 0.7938
Cl 0.9665 -2.3804 3.5231
C -0.0324 1.9330 2.7457
C 1.8783 6.4560 5.3296
Cl -2.0230 -6.3169 -0.7864
Cl -4.0038 1.0426 -6.8109
C -2.5912 -0.7785 4.7082
H 0.9974 1.6910 4.6406
C 1.4340 -1.3094 -3.5259
H 0.6629 -1.4058 -6.8062
H -0.7571 -3.0014 -1.6324
C -0.4065 -0.0701 0.0825
C -3.2164 6.0149 0.3846
H 1.0064 1.0594 -6.5115
H -0.9381 2.5734 -1.3980
C 1.5067 0.9005 -4.4606
Si 1.5821 -2.3860 -1.9801
Cl 1.2572 5.7242 6.8179
H 0.9332 -2.9253 -4.8477
C -3.0103 1.4858 -5.4057
H 1.0710 -4.8127 -1.9472
H -0.5317 3.8297 1.7405
Cl -1.5493 5.5114 0.1398
F 0.9757 0.0184 0.2503
H 1.6586 1.9672 -4.3011
C 1.1368 0.3625 -5.6861
Cl -1.2150 -9.0859 -0.6140
H 1.9575 -4.4329 -3.4543
C -0.7815 -0.9178 -1.1123
C 3.0395 -1.8664 -0.8736
Cl 0.6561 -6.9870 0.0461
Cl -1.3336 0.9594 -5.6687
Cl -2.3056 -2.3071 3.8612
H -1.8564 -1.1235 -1.0016
Cl -0.1494 -7.3928 -2.6994
H -2.7072 1.9369 0.4620
Cl -4.1955 5.5174 -1.0018
C 0.7979 2.5427 3.9718
C -0.6825 -7.4444 -1.0134
H 2.7966 -4.5821 -1.8512
Cl -1.0738 -0.1319 5.3240
C 1.6487 0.0659 -3.3728
*
```

Results
maximum force = 2.9 eV/A
E_HOMO = -0.1911 Ha
total energy = -411604.0144 eV

Löwdin population analysis, charges in e, atoms 1 to 6: 0.5602, 0.0349, 0.5275, 0.5025, -0.2244, 0.5144



# 2
The following is a DFT calculation (the ωB97M-V functional and the def2-TZVPD basis) of a molecular structure, C20H23AsClN2O3PtS.

ORCA input file:
```
! RIJCOSX wB97M-V def2-TZVPD def2/J DEFGRID3
* xyz -1 1
C -4.6756 -2.5856 -0.8490
C 0.8259 2.5875 0.9749
H 0.5813 -5.2121 1.1777
H -3.1128 2.7922 1.2638
C -0.2682 0.0312 -1.8421
C 3.9263 -3.2618 1.6165
Pt -1.5544 1.0502 0.0687
H -1.3337 -3.2002 -0.3464
C -1.6829 -2.9619 -1.3511
C 1.4839 5.5829 -0.9928
H -4.5756 -3.0567 0.1271
H -3.4449 1.1530 1.8752
H -0.8661 -2.5450 -1.9390
C 2.8274 4.2772 1.1235
C -3.2612 -0.7775 -2.9192
O -2.9004 -0.5609 0.0633
H -3.8606 0.1195 -2.7722
H 4.2784 5.8494 0.9224
N 0.3617 -2.4985 1.4144
H 4.8547 -2.7174 1.7332
H -5.5003 -1.8758 -0.8210
C 3.9259 -4.6361 1.4851
C 3.3456 5.4397 0.5539
H -2.0213 2.0551 2.4490
S 2.3728 -0.8974 1.7141
O 1.1141 1.7843 1.8446
C -0.2541 3.6327 -0.7171
H 0.9603 6.0675 -1.8069
H -0.0221 -0.4310 1.5469
C -2.6545 1.8494 1.5803
H 3.1132 6.9818 -0.9135
H -3.7569 -1.4625 -3.6073
N -0.2794 2.5740 0.1664
C 0.9851 4.4346 -0.4193
C 1.4995 -3.2891 1.4294
C 2.6841 6.0825 -0.4882
H -0.3815 -0.5903 -0.9511
C 2.7052 -2.5892 1.5887
H -2.1145 -3.8370 -1.8401
C 1.5162 -4.6794 1.2986
C 2.7257 -5.3418 1.3269
C 1.6411 3.7977 0.6138
H 4.8650 -5.1750 1.5012
O -1.0694 3.8912 -1.5757
As -3.0489 -1.6244 -1.2143
C 0.6845 -1.2560 1.5584
H 3.3323 3.7615 1.9303
H -4.8581 -3.3421 -1.6113
H -0.9984 0.8139 -2.0773
H -2.2631 -0.5120 -3.2694
H 2.7516 -6.4195 1.2242
Cl 1.3972 0.7268 -1.8480
*
```

Results
maximum force = 0.1 eV/A
E_HOMO = -0.1157 Ha
total energy = -117679.6210 eV
ΔE to the lowest compared entry with this formula, charge and spin = 19.8 kcal per mole

Löwdin population analysis, charges in e, atoms 1 to 6: -0.2139, -0.4613, 0.1043, -0.0250, -0.7221, -0.1005



# 3
The following is a DFT calculation (the ωB97M-V functional and the def2-TZVPD basis) of a single C20H23BrN2O2 molecule.

ORCA input file:
```
! RIJCOSX wB97M-V def2-TZVPD def2/J DEFGRID3
* xyz 0 1
H 0.2054 -3.8056 -1.7789
C -1.8894 -4.3892 -1.5797
C 3.2605 0.0305 2.8783
H -0.5736 0.9304 2.5242
C -0.6656 -0.9630 -1.7365
H 1.0996 -1.8560 -2.6847
C 2.9791 -0.2741 1.5573
C -0.9126 2.3645 0.9836
H -0.5144 -0.9931 0.9811
H 0.9957 -0.0848 -2.8195
N 1.6877 -0.7541 -1.0186
Br 2.4501 4.0833 3.1196
H 3.1273 -1.2826 1.2006
C -2.4136 -2.2767 -0.6466
H -1.6287 -4.8997 -0.6524
C -0.8617 0.1840 -0.7722
C 2.4066 2.0264 1.1595
H -0.1858 4.9416 0.7734
C -1.0865 1.4687 -1.2394
H 3.3003 1.5551 4.3898
H -1.2766 3.5385 -0.7858
C 0.8257 -0.9392 -2.1605
H -1.2649 -0.7853 -2.6524
H -0.8445 5.2934 2.3873
C 2.5406 0.7228 0.6932
C -3.0761 -3.4618 -1.3503
H -1.2250 1.6367 -2.2977
H -0.8791 -3.1465 -3.0297
H -2.9329 -1.3355 -0.8419
O -0.8749 3.3519 1.9172
C 2.1405 0.4953 -0.7280
H 2.0881 2.7933 0.4703
C -1.1135 2.5531 -0.3792
C 2.6730 2.3079 2.4838
C -0.7931 -3.3994 -1.9606
H -3.8650 -3.9116 -0.7514
N -1.0214 -2.2285 -1.1162
C -0.6847 0.0006 0.5964
H -2.4087 -2.4399 0.4369
H -1.9516 4.8993 1.0461
C -0.9732 4.6899 1.4904
O 2.2074 1.3797 -1.5588
H -2.0628 -5.1314 -2.3564
C 3.0961 1.3195 3.3566
H -3.4982 -3.1502 -2.3072
H 1.5065 -1.3849 -0.2527
C -0.7189 1.0687 1.4640
H 3.6072 -0.7423 3.5480
*
```

Results
maximum force = 0.5 eV/A
SMILES = COc1ccc([C@@H](CNC(=O)c2cccc(Br)c2)N2CCCC2)cc1
E_HOMO = -0.3022 Ha
total energy = -98231.3332 eV
ΔE to the lowest compared entry with this formula, charge and spin = 1.3 kcal per mole

Löwdin population analysis, charges in e, atoms 1 to 6: 0.1144, -0.1741, -0.0700, 0.1253, -0.2672, 0.1114



# 4
The following is a DFT calculation (the ωB97M-V functional and the def2-TZVPD basis) of a molecular structure, C20H23CdClNO2S2 at a distorted geometry.

ORCA input file:
```
! RIJCOSX wB97M-V def2-TZVPD def2/J DEFGRID3
* xyz 1 1
S -1.0633 -2.2294 0.4621
H -3.7308 1.0352 3.0145
S 1.6664 -2.6519 -0.7579
C 1.3536 -5.2806 -0.2042
H 2.8657 1.6565 -2.0775
H -1.5082 2.6676 0.4768
H -4.5533 -0.2558 1.1159
H -2.9551 -2.3415 -2.6723
H -3.7026 1.1582 -3.9825
H -2.0109 1.6659 -3.9840
Cl 6.0553 3.6584 1.2706
H 2.4223 1.2848 3.4156
C -2.9911 1.2001 1.0081
C 2.2502 1.1532 1.2920
C -2.6411 0.2311 -1.6432
H -4.2630 -1.0850 -1.1360
C 0.2575 -3.1900 0.0924
C -3.1915 1.7412 2.3889
C 4.0299 2.3541 0.0813
C -3.1435 -1.5495 -3.3944
H 0.9511 -5.8488 -1.0503
C -2.3730 -0.2773 -3.0467
H -4.2110 -1.3521 -3.4447
H 1.7395 -5.9857 0.5346
H -2.8271 -1.9046 -4.3715
C -2.0422 1.7753 0.1558
H 4.4254 2.7158 3.4146
C 3.9973 2.3765 2.4837
C 2.8416 1.5755 0.0516
H -1.2955 -0.5023 -3.1035
H 3.2803 -4.2544 0.0173
O 1.2090 0.3985 1.3943
N 0.2982 -4.4837 0.3806
H 2.8137 -4.5719 -1.6654
H -2.2391 1.9902 2.8549
H -3.7799 2.6565 2.3338
O 1.2770 0.5975 -1.4916
C -3.6092 -0.2987 -0.7955
C 2.3012 1.2608 -1.2170
C -3.7758 0.1716 0.4994
H -0.4715 -4.9328 0.8566
C -1.8691 1.2977 -1.1524
C 4.5969 2.7378 1.2627
H -1.2189 1.8432 -1.8319
C 2.4437 -4.3159 -0.6755
Cd -0.1367 0.0270 -0.0321
H 4.4868 2.6415 -0.8537
C -2.6769 0.8122 -4.0844
C 2.8785 1.5947 2.4882
H -2.5488 0.4085 -5.0853
*
```

Results
maximum force = 1.8 eV/A
E_HOMO = -0.3900 Ha
total energy = -65451.3433 eV
ΔE to the lowest compared entry with this formula, charge and spin = 4.3 kcal per mole

Löwdin population analysis, charges in e, atoms 1 to 6: 0.6409, 0.0842, 0.9580, -0.1969, 0.1388, 0.1281



Q: The lowest total energy belongs to which entry?
A: C20H23AlBrCl24F2Si